Entry 1:
{"formula": "C18H19Cl2GeIN2OPt", "method": "ωB97M-V/def2-TZVPD", "orbital_gap_ev": [3.89, 3.89], "fmax_ev_per_a": 1.8, "charge": 2, "homo_energy_ev": [-14.00, -14.00], "energy_ev": -116893.0564, "species": ["Pt", "Cl", "C", "C", "C", "Cl", "C", "C", "C", "C", "N", "C", "C", "O", "H", "H", "H", "H", "C", "Ge", "C", "C", "C", "H", "H", "H", "H", "H", "H", "H", "H", "H", "H", "H", "I", "C", "C", "C", "C", "N", "C", "H", "H", "H", "H"], "coordinates": [[-0.060, 0.076, -0.260], [-2.689, -2.409, -3.714], [-3.324, -1.309, -2.624], [-4.654, -0.950, -2.648], [-5.163, -0.023, -1.735], [-6.803, 0.327, -1.788], [-4.327, 0.605, -0.747], [-4.758, 1.541, 0.192], [-3.840, 2.059, 1.097], [-2.519, 1.647, 1.040], [-2.101, 0.715, 0.168], [-2.979, 0.222, -0.709], [-2.423, -0.724, -1.637], [-1.201, -0.985, -1.617], [-5.316, -1.395, -3.378], [-5.790, 1.866, 0.208], [-4.141, 2.787, 1.837], [-1.776, 2.058, 1.710], [3.674, -0.685, 0.788], [2.570, -1.699, -0.457], [1.367, -2.913, 0.516], [3.614, -2.671, -1.788], [1.414, -0.431, -1.522], [4.547, -1.285, 1.047], [3.134, -0.467, 1.709], [4.030, 0.247, 0.348], [1.870, -3.296, 1.405], [1.099, -3.763, -0.111], [0.445, -2.423, 0.833], [4.207, -3.423, -1.266], [4.286, -1.997, -2.316], [2.960, -3.168, -2.502], [0.956, -0.971, -2.351], [2.005, 0.415, -1.874], [3.790, 4.414, 0.696], [2.598, 2.896, 1.452], [2.667, 2.510, 2.785], [1.839, 1.494, 3.236], [0.985, 0.874, 2.348], [0.922, 1.250, 1.060], [1.714, 2.240, 0.613], [3.359, 2.994, 3.462], [1.861, 1.175, 4.269], [0.326, 0.073, 2.655], [1.623, 2.505, -0.430]], "lowdin_charge": [1.167, 0.926, -0.529, -0.073, -0.532, 0.922, -0.143, 0.059, 0.028, -0.040, -0.004, -0.154, -0.309, -0.094, 0.132, 0.124, 0.135, 0.125, -0.199, 0.777, -0.216, -0.188, -0.351, 0.040, 0.003, 0.028, 0.031, 0.029, -0.015, 0.039, 0.034, 0.032, 0.009, 0.017, 1.012, -0.715, -0.080, -0.022, -0.135, -0.151, -0.196, 0.120, 0.131, 0.124, 0.103]}

Entry 2:
{"formula": "C13H40IO20P5", "method": "ωB97M-V/def2-TZVPD", "orbital_gap_ev": 8.71, "fmax_ev_per_a": 2.5, "charge": 0, "homo_energy_ev": -9.82, "energy_ev": -109635.8474, "species": ["C", "O", "P", "O", "O", "O", "I", "H", "H", "H", "H", "C", "O", "P", "O", "O", "C", "O", "C", "H", "H", "H", "H", "H", "H", "H", "H", "H", "C", "O", "P", "O", "O", "C", "O", "C", "H", "H", "H", "H", "H", "H", "H", "H", "H", "C", "O", "P", "O", "O", "C", "O", "C", "H", "H", "H", "H", "H", "H", "H", "H", "H", "C", "O", "P", "O", "O", "C", "O", "C", "H", "H", "H", "H", "H", "H", "H", "H", "H"], "coordinates": [[-2.858, 1.670, -0.037], [-4.274, 1.640, 0.194], [-5.030, 0.460, -0.671], [-4.449, 0.197, -2.019], [-4.996, -0.949, 0.181], [-6.607, 0.942, -0.850], [-7.251, 2.077, 0.690], [-2.585, 1.938, -1.062], [-2.330, 0.745, 0.222], [-2.450, 2.457, 0.602], [-4.641, -0.801, 1.065], [-0.813, -4.075, 3.052], [-1.039, -2.946, 3.908], [-1.335, -1.523, 3.244], [-2.017, -1.561, 1.939], [0.087, -0.805, 3.232], [1.085, -1.310, 2.335], [-2.122, -0.740, 4.377], [-1.478, -0.502, 5.632], [-1.704, -4.702, 3.041], [-0.575, -3.776, 2.032], [0.022, -4.646, 3.454], [0.663, -1.510, 1.348], [1.525, -2.221, 2.746], [1.866, -0.559, 2.235], [-0.691, 0.244, 5.516], [-1.057, -1.422, 6.039], [-2.224, -0.120, 6.325], [-1.299, -0.284, -3.339], [0.028, -0.543, -3.824], [1.248, -0.465, -2.794], [0.917, -0.814, -1.404], [1.844, 1.004, -3.001], [1.069, 2.112, -2.547], [2.354, -1.380, -3.468], [2.854, -1.029, -4.761], [-1.844, -1.220, -3.238], [-1.287, 0.225, -2.376], [-1.811, 0.348, -4.063], [0.650, 1.919, -1.558], [0.265, 2.323, -3.257], [1.721, 2.981, -2.490], [3.482, -0.140, -4.694], [2.038, -0.854, -5.464], [3.458, -1.858, -5.123], [4.852, -6.520, 4.462], [4.634, -5.398, 5.326], [4.347, -3.966, 4.674], [3.667, -4.003, 3.370], [5.770, -3.239, 4.677], [6.772, -3.719, 3.783], [3.560, -3.197, 5.814], [4.200, -2.973, 7.075], [3.957, -7.141, 4.444], [5.093, -6.215, 3.444], [5.682, -7.103, 4.860], [6.356, -3.910, 2.792], [7.222, -4.632, 4.180], [7.544, -2.957, 3.699], [4.986, -2.226, 6.972], [4.618, -3.898, 7.474], [3.450, -2.599, 7.769], [-3.858, 7.134, -6.041], [-3.762, 5.881, -5.353], [-2.662, 5.715, -4.202], [-2.327, 6.952, -3.483], [-1.432, 4.997, -4.930], [-0.679, 5.751, -5.878], [-3.250, 4.553, -3.301], [-3.466, 3.260, -3.883], [-4.726, 7.680, -5.673], [-2.968, 7.748, -5.905], [-3.989, 6.932, -7.104], [-0.471, 6.755, -5.504], [-1.222, 5.811, -6.823], [0.264, 5.236, -6.048], [-2.509, 2.772, -4.075], [-4.036, 3.334, -4.809], [-4.027, 2.656, -3.174]], "lowdin_charge": [-0.108, -0.345, 0.344, -0.268, -0.113, -0.795, 0.963, 0.069, 0.087, 0.095, 0.066, -0.089, -0.219, 0.371, -0.231, -0.222, -0.073, -0.202, -0.095, 0.090, 0.083, 0.088, 0.077, 0.076, 0.092, 0.087, 0.087, 0.088, -0.089, -0.217, 0.374, -0.224, -0.221, -0.089, -0.196, -0.097, 0.097, 0.062, 0.082, 0.086, 0.083, 0.091, 0.085, 0.087, 0.089, -0.097, -0.221, 0.371, -0.229, -0.220, -0.093, -0.198, -0.092, 0.092, 0.079, 0.089, 0.090, 0.088, 0.090, 0.087, 0.087, 0.090, -0.099, -0.220, 0.368, -0.227, -0.227, -0.096, -0.195, -0.081, 0.092, 0.079, 0.088, 0.089, 0.088, 0.088, 0.072, 0.092, 0.075]}

Entry 3:
{"formula": "C17H17F5NO5ScTe", "method": "ωB97M-V/def2-TZVPD", "orbital_gap_ev": 8.82, "fmax_ev_per_a": 0.4, "charge": 0, "homo_energy_ev": -9.87, "energy_ev": -71220.7539, "species": ["Sc", "O", "C", "O", "C", "C", "C", "C", "C", "N", "C", "O", "O", "H", "H", "H", "C", "C", "C", "C", "C", "C", "C", "C", "C", "C", "H", "H", "H", "H", "H", "H", "H", "H", "H", "H", "H", "H", "H", "H", "F", "Te", "F", "F", "F", "F", "O"], "coordinates": [[0.356, 0.326, 0.883], [-1.917, 3.672, 1.836], [-1.495, 2.564, 1.609], [-0.297, 2.235, 1.206], [-2.393, 1.342, 1.733], [-3.713, 1.309, 2.140], [-4.356, 0.075, 2.155], [-3.683, -1.081, 1.768], [-2.362, -0.957, 1.383], [-1.769, 0.228, 1.378], [-1.431, -2.062, 0.910], [-1.829, -3.192, 0.766], [-0.229, -1.608, 0.674], [-4.205, 2.226, 2.430], [-5.389, 0.013, 2.469], [-4.153, -2.054, 1.762], [2.908, -1.948, -0.826], [2.113, -1.751, -2.116], [3.036, -1.427, -3.293], [1.047, -0.687, -1.979], [-0.288, -0.980, -2.255], [-1.273, -0.016, -2.147], [-0.971, 1.300, -1.788], [-2.043, 2.348, -1.692], [0.364, 1.615, -1.542], [1.353, 0.632, -1.611], [3.628, -2.758, -0.949], [2.252, -2.210, 0.005], [3.471, -1.050, -0.565], [1.594, -2.687, -2.335], [3.593, -0.506, -3.109], [2.473, -1.301, -4.218], [3.760, -2.231, -3.438], [-0.560, -1.996, -2.516], [-2.305, -0.288, -2.335], [-2.282, 2.742, -2.681], [-1.726, 3.180, -1.065], [-2.962, 1.933, -1.276], [0.631, 2.626, -1.262], [2.382, 0.918, -1.419], [2.628, 0.591, 1.219], [2.604, 0.196, 3.118], [2.957, -1.570, 2.693], [2.692, -0.174, 4.914], [4.426, 0.411, 3.055], [2.544, 2.014, 3.441], [0.822, 0.041, 2.870]], "lowdin_charge": [1.078, 0.108, -0.557, -0.116, -0.147, 0.035, -0.013, 0.036, -0.140, 0.083, -0.540, 0.110, -0.114, 0.128, 0.115, 0.128, -0.054, -0.370, -0.054, -0.216, -0.013, -0.016, -0.276, -0.020, -0.076, -0.080, 0.090, 0.069, 0.074, 0.138, 0.082, 0.084, 0.082, 0.132, 0.129, 0.093, 0.084, 0.088, 0.132, 0.125, -0.390, 1.827, -0.334, -0.324, -0.322, -0.330, -0.548]}

Entry 4:
{"formula": "C4H7N3", "method": "ωB97M-V/def2-TZVPD", "orbital_gap_ev": [7.99, 7.86], "fmax_ev_per_a": 4.2, "charge": 0, "homo_energy_ev": [-6.84, -9.38], "multiplicity": 3, "energy_ev": -8723.7137, "species": ["C", "C", "C", "C", "N", "N", "N", "H", "H", "H", "H", "H", "H", "H"], "coordinates": [[-0.669, 0.146, 0.095], [-1.877, 0.347, 0.907], [1.679, 0.966, 0.472], [0.587, 0.737, -0.541], [-2.008, 0.184, -0.408], [-0.390, -1.406, 0.597], [-1.088, -2.135, -0.090], [1.997, -0.027, 0.635], [1.394, 1.429, 1.414], [2.549, 1.511, 0.153], [1.098, 0.175, -1.401], [0.342, 1.685, -0.928], [-2.619, -0.437, -0.862], [-0.996, -3.175, -0.042]], "mulliken_spin": [0.119, 0.020, 0.014, 0.011, 0.039, 0.812, 0.914, -0.006, -0.002, 0.002, 0.003, -0.001, 0.022, 0.054]}

Entry 5:
{"formula": "C7H11N3OS", "method": "ωB97M-V/def2-TZVPD", "orbital_gap_ev": [9.29, 7.28], "fmax_ev_per_a": 1.7, "charge": 0, "homo_energy_ev": [-8.56, -9.36], "multiplicity": 3, "energy_ev": -24785.4798, "species": ["C", "C", "C", "C", "C", "C", "C", "N", "N", "N", "O", "S", "H", "H", "H", "H", "H", "H", "H", "H", "H", "H", "H"], "coordinates": [[3.914, 0.917, -0.949], [2.628, -1.166, -0.581], [2.509, 0.606, 1.596], [2.882, 0.060, -1.277], [-2.201, -0.683, 0.369], [-1.447, 0.082, -0.713], [-0.555, 1.171, -0.123], [4.779, 1.624, -0.659], [2.217, -2.190, -1.193], [1.595, 1.192, 0.713], [0.406, 0.564, 0.726], [2.881, -1.179, 1.215], [3.436, 1.176, 1.554], [2.121, 0.549, 2.619], [2.366, 0.215, -2.212], [-1.524, -1.304, 0.951], [-2.695, 0.014, 1.044], [-2.957, -1.324, -0.081], [-2.159, 0.562, -1.387], [-0.832, -0.604, -1.298], [-0.030, 1.734, -0.902], [-1.147, 1.869, 0.481], [2.038, -3.014, -0.629]], "mulliken_spin": [-0.026, -0.015, -0.030, 0.503, 0.002, 0.005, 0.008, 0.280, 0.261, 0.739, 0.172, 0.083, 0.002, 0.021, -0.005, 0.000, 0.000, 0.000, 0.000, -0.002, -0.001, 0.002, 0.002]}

Entry 6:
{"formula": "C8H14NS", "method": "ωB97M-V/def2-TZVPD", "orbital_gap_ev": 8.92, "fmax_ev_per_a": 4.6, "charge": 1, "homo_energy_ev": -12.40, "energy_ev": -20840.0072, "species": ["C", "C", "C", "C", "C", "C", "C", "C", "N", "S", "H", "H", "H", "H", "H", "H", "H", "H", "H", "H", "H", "H", "H", "H"], "coordinates": [[-0.112, 0.249, -1.734], [0.075, 1.211, -0.826], [-1.308, -1.344, -0.310], [-0.699, -1.057, -1.470], [-0.164, 1.028, 0.618], [-1.410, -0.468, 0.858], [-0.641, -2.053, -2.581], [1.913, 1.779, 1.769], [1.077, 0.634, 1.343], [-3.011, 0.388, 1.072], [0.123, 0.457, -2.768], [0.431, 2.187, -1.130], [-1.837, -2.285, -0.209], [-0.659, 1.854, 1.122], [-1.100, -0.915, 1.802], [-1.260, -2.919, -2.365], [0.386, -2.395, -2.720], [-0.971, -1.607, -3.518], [2.801, 1.427, 2.292], [2.221, 2.364, 0.906], [1.340, 2.416, 2.442], [0.828, 0.086, 2.177], [1.609, 0.020, 0.711], [-3.699, -0.692, 1.438]], "lowdin_charge": [-0.017, -0.071, -0.115, -0.280, -0.181, -0.504, -0.040, 0.007, 0.011, 0.776, 0.127, 0.115, 0.124, 0.120, 0.080, 0.086, 0.094, 0.091, 0.110, 0.109, 0.112, 0.177, 0.192, -0.126]}